Below is a molecular structure, C3HBaO2, with properties calculated with ωB97M-V/def2-TZVPD.

Geometry (Å):
1 C 1.2542 0.3616 1.7136
2 H 1.9476 0.3302 2.5432
3 C 0.3494 0.3380 0.8893
4 O -0.2370 -1.4685 -0.0767
5 C -0.3906 -0.2168 -0.2121
6 Ba -1.9885 0.3037 -3.7027
7 O -0.9351 0.3517 -1.1546

Cartesian forces (eV/Å) of the 3 atoms listed first:
-0.82 -0.20 -0.01
-0.09 0.24 -0.35
0.86 -0.32 0.41

As for the strongest force on any atom: 1.697 eV/Å. The total charge is +2. Its expectation value of S² is 0.770. Its orbital gap (spin up / spin down) is 0.348 / 0.289 Ha. Its spin multiplicity is 2.